One molecule with the formula C5H10S2 in a non-equilibrium geometry. Source: the OMol25 dataset; level of theory: ωB97M-V/def2-TZVPD.

* Kohn-Sham gap: 8.466 eV
* ΔE to the lowest compared entry with this formula, charge and spin: 10.8 kJ/mol
* SMILES string: CSC(=S)C(C)C
* E_HOMO: -0.312 Eh

```
17
Properties=species:S:1:pos:R:3:lowdin_charge:R:1
C -0.266 1.852 -1.826 -0.400
C 0.974 -0.531 -0.663 -1.112
C 0.140 -0.217 0.532 -0.532
C 0.825 -0.649 1.855 -0.083
C -1.218 -0.915 0.406 -0.073
H -0.102 2.359 -2.808 0.038
H -1.279 1.419 -1.705 0.044
H -0.136 2.544 -0.989 0.034
H 0.073 0.864 0.483 0.095
H 1.871 -0.389 1.839 0.067
H 0.644 -1.711 2.000 0.069
H 0.331 -0.011 2.666 0.105
H -1.846 -0.821 1.283 0.075
H -1.027 -1.984 0.255 0.078
H -1.824 -0.526 -0.463 0.089
S 1.095 0.665 -1.959 0.842
S 1.746 -1.948 -0.907 0.665
```